81
Properties=species:S:1:pos:R:3:forces:R:3 method="wB97M-V/def2-TZVPD" homo_ev=-7.13 de_lowest_ev=0.000 lumo_energy_ev=-0.89 total_energy_ev=-59415.1381 gap_ev=6.2389
Ba -0.928622 0.592406 -0.760552 0.152 -0.643 0.352
C 0.628454 0.954178 2.377190 -0.739 0.972 -0.404
C 1.146727 1.899888 1.568610 -1.425 -0.179 0.320
C 2.530396 1.970462 1.060994 1.409 0.608 -0.778
C 2.818045 1.237409 -0.297660 0.435 0.524 0.235
C 2.241881 -0.139769 -0.429110 -0.404 -0.510 -0.226
C 2.038618 -1.016571 0.567192 -0.488 0.364 -0.563
C 2.438139 -0.824342 1.992021 0.616 -0.259 0.814
C 1.322259 -0.239058 2.910320 0.576 -0.968 -0.163
C -0.643842 -1.605334 -2.124862 -0.180 0.758 -0.249
H -0.425929 1.045533 2.704712 0.621 0.095 -0.260
H 0.494202 2.744079 1.249297 0.297 -0.569 0.365
H 3.271320 1.647196 1.802285 -0.375 0.112 -0.137
H 2.756483 3.037791 0.874362 0.022 -0.406 0.126
H 2.455637 1.880506 -1.132910 0.137 -0.412 0.411
H 3.920774 1.192141 -0.431663 -0.518 0.142 0.015
H 1.961206 -0.429743 -1.458229 -0.015 -0.032 0.582
H 1.473176 -1.933650 0.368439 0.323 0.203 -0.203
H 3.367293 -0.226837 2.088175 -0.574 -0.432 -0.170
H 2.690053 -1.829268 2.388415 -0.104 0.527 -0.081
H 0.589926 -1.038931 3.098855 0.066 0.328 -0.019
H 1.784237 -0.007761 3.877747 -0.143 0.003 -0.014
H -1.548241 -2.088322 -1.704002 0.318 -0.047 -0.320
H 0.216014 -2.273890 -2.030668 -0.158 -0.083 -0.139
H -0.815866 -1.343261 -3.196975 0.062 -0.460 0.434
P 2.932730 6.474879 -6.603564 -0.423 0.485 -0.958
P 4.388300 3.705569 -8.079965 -0.162 -0.079 -1.047
C 4.709319 6.079361 -6.582792 0.815 -1.017 0.026
C 5.255894 4.934233 -7.072824 0.115 1.255 0.559
C 2.985881 8.324438 -6.783721 -0.163 0.014 -0.059
C 4.062489 9.112304 -6.354697 -0.340 0.316 -0.136
C 4.020078 10.504182 -6.488892 -0.143 -0.183 -0.081
C 2.897722 11.120858 -7.048127 0.056 -0.169 0.057
C 1.819939 10.343094 -7.482280 0.026 0.061 0.007
C 1.864136 8.954646 -7.368290 0.505 -0.150 0.330
C 2.483233 6.278768 -4.847435 0.231 -0.315 0.589
C 2.449326 4.953176 -4.363617 -0.039 0.490 0.185
C 2.160167 4.707820 -3.021915 -0.019 0.073 -0.110
C 1.913954 5.773218 -2.150058 0.012 0.143 -0.138
C 1.926522 7.086392 -2.631393 -0.124 -0.225 -0.058
C 2.179767 7.337970 -3.982284 0.107 -0.197 0.096
C 5.573355 3.707039 -9.553367 -0.022 0.208 0.131
C 5.569342 4.855531 -10.372094 0.172 -0.334 0.166
C 6.460414 4.968961 -11.440267 -0.050 -0.119 0.100
C 7.367856 3.938792 -11.709560 -0.098 -0.042 0.174
C 7.368196 2.789119 -10.916500 -0.245 0.109 -0.007
C 6.457245 2.660564 -9.860054 0.021 0.267 0.035
C 4.868710 2.147587 -7.277260 -0.171 -0.451 0.286
C 4.044492 1.025440 -7.514580 0.494 0.391 0.117
C 4.366942 -0.203171 -6.948930 -0.012 -0.215 0.037
C 5.495860 -0.330780 -6.134150 0.091 0.232 -0.051
C 6.308195 0.781471 -5.888113 -0.218 0.005 -0.044
C 5.984532 2.022583 -6.443343 -0.088 -0.485 -0.033
H 5.366537 6.802163 -6.082043 -0.078 -0.496 -0.099
H 6.331698 4.749233 -6.926916 -0.386 0.422 -0.092
H 4.940476 8.656126 -5.903655 -0.208 0.159 -0.067
H 4.869096 11.098850 -6.149750 -0.251 -0.108 -0.105
H 2.865967 12.207876 -7.145449 -0.010 -0.338 0.022
H 0.937498 10.823217 -7.913633 0.324 -0.154 0.117
H 1.030462 8.342063 -7.719492 0.239 0.187 0.102
H 2.660817 4.128337 -5.047775 -0.047 0.171 0.199
H 2.130761 3.677357 -2.655914 0.059 0.342 -0.101
H 1.707063 5.581103 -1.095741 0.073 0.065 -0.277
H 1.738492 7.923062 -1.955552 0.005 -0.279 -0.185
H 2.155988 8.364005 -4.357456 0.101 -0.339 0.140
H 4.871629 5.666884 -10.151178 0.191 -0.192 -0.083
H 6.449359 5.867000 -12.062234 0.007 -0.289 0.192
H 8.070912 4.032314 -12.538702 -0.191 -0.020 0.246
H 8.079685 1.983930 -11.114367 -0.261 0.242 0.019
H 6.453556 1.746419 -9.262381 0.041 0.304 -0.137
H 3.162654 1.135509 -8.150883 0.262 -0.052 0.203
H 3.732182 -1.072803 -7.146326 0.244 0.316 0.115
H 5.744815 -1.294539 -5.687309 -0.080 0.263 -0.155
H 7.197325 0.691135 -5.262723 -0.268 -0.029 -0.123
H 6.612866 2.884391 -6.226957 -0.103 -0.266 -0.068
B -2.525558 -2.601013 3.166123 -0.485 -0.842 1.089
C -2.165354 -1.782167 1.931512 1.000 2.316 -3.284
N -1.872414 -1.123909 0.982771 -0.769 -1.473 2.617
H -1.638176 -2.463883 3.994732 -0.007 0.072 -0.149
H -2.637122 -3.780157 2.857607 0.090 0.289 -0.049
H -3.590593 -2.194202 3.618897 0.267 0.027 -0.187



68
Properties=species:S:1:pos:R:3:forces:R:3 method="wB97M-V/def2-TZVPD" homo_ev=-1.76 de_lowest_ev=0.181 charge=-2 lumo_energy_ev=3.83 total_energy_ev=-277871.1138 gap_ev=5.5822
Y 0.239194 -0.563758 0.131382 -0.504 -0.196 -0.564
O -4.106226 -1.513375 1.067314 -0.084 0.000 -0.027
C -4.674449 -1.753462 -0.122411 0.018 -0.028 0.043
C -5.975959 -2.252056 -0.173997 0.029 0.015 0.017
C -6.571432 -2.524738 -1.395590 -0.051 -0.014 0.035
C -5.880408 -2.321033 -2.580912 -0.034 -0.015 -0.067
C -4.582806 -1.826228 -2.525318 0.076 0.031 0.024
C -3.975972 -1.521783 -1.317988 -0.043 -0.018 -0.051
C -2.587552 -0.915863 -1.277146 0.090 0.057 -0.072
O -1.903449 -1.180028 -0.139905 0.124 -0.014 0.128
N -2.793139 0.572205 -1.354175 0.042 0.132 -0.016
N -1.758217 1.323133 -0.984804 0.034 -0.047 0.014
C -1.713961 2.544908 -1.359476 -0.012 -0.055 -0.009
C -0.642597 3.449796 -0.996906 -0.038 0.399 -0.152
Br 0.767228 2.715545 0.015949 0.048 -0.088 0.039
C -0.651647 4.726040 -1.419665 -0.015 -0.290 0.089
C 0.300017 5.819268 -1.216590 0.095 0.084 0.027
C 1.027596 6.012971 -0.039077 -0.023 0.020 -0.079
C 1.893742 7.087760 0.083936 0.012 -0.009 0.035
C 2.049457 7.993192 -0.954506 0.042 0.066 0.007
C 1.319401 7.824538 -2.122388 -0.004 0.014 -0.028
C 0.450762 6.754836 -2.247152 0.008 -0.066 0.084
H -3.135983 -1.335969 0.856415 0.056 -0.003 0.061
H -6.494093 -2.427034 0.760738 -0.012 -0.004 0.001
H -7.582748 -2.916178 -1.416292 0.001 0.000 -0.013
H -6.336702 -2.556800 -3.534316 -0.002 -0.001 0.004
H -4.010094 -1.682272 -3.436331 -0.009 -0.008 -0.019
H -2.026671 -1.225441 -2.175406 -0.062 0.021 0.022
H -3.293657 0.902124 -2.174653 -0.009 -0.037 -0.005
H -2.481120 2.976132 -2.007312 -0.029 -0.069 0.006
H -1.486613 4.983087 -2.065940 -0.036 -0.061 0.002
H 0.907722 5.328512 0.786829 -0.011 -0.010 0.008
H 2.450340 7.215911 1.003932 0.005 0.005 -0.002
H 2.731358 8.828238 -0.851745 0.003 -0.003 -0.006
H 1.429347 8.524877 -2.941288 0.006 0.010 0.005
H -0.114943 6.620703 -3.161538 -0.005 0.001 -0.007
S 0.475840 -2.330747 -4.474444 0.058 -0.069 -0.215
C 0.578366 -1.713045 -2.930638 -0.140 -0.069 0.267
S 0.572243 -0.006510 -2.615488 0.057 0.159 0.071
S 0.611291 -2.744300 -1.531843 0.060 0.059 0.109
Br -1.729873 0.845081 2.362230 -0.019 0.117 0.092
C -1.432190 -0.383424 3.785747 0.005 -0.064 0.031
C -2.025222 -0.110733 4.984517 -0.017 0.084 -0.088
C -1.869189 -1.012986 6.054531 0.020 -0.064 0.056
C -1.140517 -2.152618 5.879085 -0.017 0.013 0.026
C -0.526652 -2.443203 4.636588 -0.001 -0.018 0.022
C 0.213070 -3.637088 4.464006 0.028 -0.016 -0.038
C 0.793816 -3.906017 3.258907 -0.015 -0.017 0.081
C 0.677455 -2.986171 2.193667 -0.020 0.106 -0.001
C -0.015783 -1.790618 2.277433 0.235 -0.193 -0.008
C -0.644763 -1.543649 3.538432 -0.011 0.046 -0.067
H -2.617814 0.786008 5.104839 0.002 0.004 -0.004
H -2.337290 -0.797265 7.007501 -0.004 0.007 0.002
H -1.018581 -2.862061 6.691193 -0.013 0.008 0.010
H 0.302000 -4.322240 5.300750 0.000 -0.007 -0.001
H 1.355647 -4.823472 3.117557 0.002 -0.006 0.005
H 1.175930 -3.257097 1.263382 0.011 0.019 0.003
Cl 3.789392 -1.300953 -1.397085 0.064 0.051 -0.007
C 3.942811 -0.534631 0.153930 -0.193 -0.126 -0.087
C 2.786360 -0.116356 0.814849 -0.071 0.095 0.046
C 3.031708 0.490256 2.035091 -0.088 0.135 0.163
Cl 1.656031 1.123870 2.940062 0.104 -0.077 -0.050
C 4.285951 0.664331 2.614904 0.128 -0.101 -0.120
Cl 4.494780 1.416966 4.158463 -0.025 0.050 0.067
C 5.398168 0.203657 1.920452 -0.056 0.024 0.050
Cl 6.979469 0.373386 2.599954 0.067 0.016 0.018
C 5.224828 -0.395929 0.676529 0.088 0.025 0.061
Cl 6.615721 -0.962821 -0.184554 0.056 -0.009 -0.030



87
Properties=species:S:1:pos:R:3:forces:R:3 method="wB97M-V/def2-TZVPD" homo_ev=-5.71 lumo_energy_ev=-0.47 total_energy_ev=-132363.6946 gap_ev=5.2425
Pb -0.078879 0.745683 -0.876892 -0.281 1.208 1.834
C -1.773485 0.839155 -6.041817 -0.118 0.232 0.103
C -1.791474 -0.477560 -5.842310 -1.064 -0.025 0.094
C -1.206992 -1.484229 -6.781051 -0.029 -0.695 -0.766
C 0.226395 -1.159371 -7.343056 -0.303 -0.628 0.038
C 1.094731 -0.310834 -6.463544 0.541 -0.093 -0.232
C 1.084346 1.015722 -6.382215 0.515 -0.119 -0.546
C 0.224233 1.935955 -7.190213 -0.239 0.236 -0.085
C -1.247760 1.488445 -7.294039 -0.111 0.203 0.002
C 1.357799 0.091396 0.861140 -0.379 -0.322 -0.156
H -2.162435 1.538244 -5.295437 -0.145 -0.480 -0.226
H -2.413653 -0.904213 -5.027995 0.623 0.546 -0.522
H -1.895168 -1.573461 -7.659633 0.472 -0.121 0.539
H -1.181043 -2.500941 -6.315850 -0.107 0.794 -0.226
H 0.748028 -2.135849 -7.489852 -0.402 0.757 -0.153
H 0.106985 -0.674292 -8.318176 0.154 -0.189 0.098
H 1.866976 -0.880847 -5.948022 -0.094 0.388 0.018
H 1.847506 1.531097 -5.813323 -0.248 -0.281 -0.022
H 0.648833 2.012822 -8.210142 -0.142 0.142 0.366
H 0.269778 2.938273 -6.735853 -0.012 -0.253 -0.205
H -1.873165 2.387069 -7.485888 0.309 -0.618 -0.158
H -1.356442 0.777521 -8.123666 -0.124 0.378 0.075
H 1.649753 1.037456 1.337488 -0.198 -0.181 -0.056
H 2.259270 -0.471976 0.587474 -0.343 0.079 0.015
H 0.723837 -0.475744 1.552645 0.366 0.122 0.066
P -1.817691 -0.721793 -2.600775 0.471 1.217 2.749
P 2.047800 0.101196 -2.429262 -0.010 -0.093 1.729
C -0.390860 -1.217572 -3.528066 2.627 0.172 -0.930
C 0.958719 -0.831701 -3.480651 -2.094 -1.368 -1.261
C -2.731275 -2.175696 -2.144957 -0.681 -1.055 -0.098
C -3.023460 -3.151351 -3.116417 -0.210 0.010 0.651
C -3.680724 -4.328209 -2.738630 0.174 0.196 -0.339
C -4.033045 -4.533436 -1.405035 0.008 -0.105 -0.210
C -3.744354 -3.575134 -0.432302 0.029 0.286 -0.130
C -3.104382 -2.384883 -0.788346 0.071 -0.102 -0.807
C -2.925260 0.689185 -2.906611 -0.057 0.620 -0.020
C -2.401495 2.008388 -2.887759 0.011 -0.272 -0.162
C -3.258916 3.107185 -2.885521 -0.185 -0.190 -0.037
C -4.640552 2.917115 -2.886821 -0.272 0.110 -0.013
C -5.174842 1.625929 -2.891888 0.183 0.062 0.031
C -4.324010 0.522182 -2.883088 0.347 -0.359 -0.148
C 3.398057 -0.974964 -1.935735 0.335 0.061 -0.494
C 3.129821 -2.268292 -1.412702 0.391 0.744 -0.438
C 4.210722 -3.054503 -1.012255 -0.393 0.349 -0.176
C 5.507072 -2.557781 -1.120038 0.331 -0.038 -0.057
C 5.768550 -1.291490 -1.642585 -0.475 0.336 0.076
C 4.712427 -0.469832 -2.027755 -0.535 -0.673 0.190
C 2.513147 1.869316 -2.518039 -0.024 0.123 -0.714
C 2.422977 2.807485 -1.444909 0.234 -0.472 -0.536
C 2.791485 4.140978 -1.676196 -0.067 -0.439 -0.039
C 3.149291 4.539317 -2.967533 0.040 0.105 -0.427
C 3.210640 3.629328 -4.035184 -0.062 -0.006 0.489
C 2.924409 2.288075 -3.792111 0.073 0.272 0.462
H -0.594354 -2.076332 -4.196389 0.390 0.572 0.279
H 1.559515 -1.412041 -4.188223 -0.286 -0.228 0.490
H -2.745139 -2.960428 -4.157656 -0.149 -0.243 0.312
H -3.913395 -5.070021 -3.510295 0.044 0.209 0.418
H -4.546038 -5.457649 -1.131997 0.172 0.287 -0.008
H -4.029563 -3.759526 0.604549 0.099 0.122 -0.288
H -2.894356 -1.602187 -0.054220 -0.005 -0.284 -0.182
H -1.318174 2.179741 -2.863153 -0.585 -0.110 -0.193
H -2.856134 4.121226 -2.883166 -0.034 -0.332 0.048
H -5.316713 3.784764 -2.872846 0.386 -0.463 -0.036
H -6.258221 1.478146 -2.902060 0.407 0.036 0.055
H -4.728898 -0.496324 -2.856737 0.058 0.445 -0.035
H 2.092528 -2.614195 -1.326753 0.476 0.110 -0.018
H 4.021939 -4.049795 -0.620913 0.130 0.143 0.025
H 6.342642 -3.162450 -0.783141 -0.092 -0.029 -0.087
H 6.775170 -0.911727 -1.763152 0.081 -0.188 0.189
H 4.850914 0.553706 -2.386823 0.176 -0.453 0.021
H 2.094307 2.500864 -0.445080 0.224 0.042 -0.418
H 2.799137 4.869212 -0.848969 -0.130 -0.480 -0.528
H 3.375659 5.592246 -3.159009 -0.012 -0.367 0.103
H 3.487131 3.937131 -5.041740 0.002 0.114 0.267
H 3.011596 1.520076 -4.563044 0.182 0.484 0.313
Se -1.656328 1.844102 1.169026 -0.670 0.381 -0.545
C -1.261913 1.141311 2.861189 0.254 -0.153 1.199
C -1.627972 -0.171699 3.219516 0.227 0.511 -0.094
C -1.310223 -0.676994 4.471900 0.349 0.301 0.532
C -0.648301 0.122243 5.421733 -0.005 0.196 -0.515
C -0.323215 1.450804 5.091152 -0.207 -0.536 -0.103
C -0.625936 1.960796 3.828586 -0.304 -1.055 -0.138
H -2.160047 -0.782735 2.491557 0.141 0.085 0.145
H -1.565035 -1.705036 4.719909 0.005 0.149 -0.020
H -0.359472 -0.289877 6.391202 -0.187 0.145 -0.290
H 0.179868 2.081669 5.820642 -0.073 -0.094 -0.101
H -0.367108 2.974516 3.566803 0.035 0.113 -0.032



6
Properties=species:S:1:pos:R:3:forces:R:3 method="wB97M-V/def2-TZVPD" homo_ev="-10.29 / -10.30" de_lowest_ev=3.075 lumo_energy_ev="-0.70 / -0.70" total_energy_ev=-7102.5043 gap_ev="9.5894 / 9.5911"
N 0.362559 0.905495 -0.541538 -0.785 -2.846 0.265
N -0.122366 -0.915190 0.149862 0.293 4.726 -1.794
O -0.717742 -1.454469 -0.696504 -0.183 -1.076 -0.330
O 0.083813 -1.072593 1.285130 0.459 -0.803 1.180
H -0.581630 1.270999 -0.377187 0.281 0.016 0.158
H 0.975366 1.265758 0.180238 -0.065 -0.016 0.522